# 1
Computed, not measured: the molecule C28H25N3O8 in a non-equilibrium geometry, with wB97M-V/def2-TZVPD.

Output
Energy above the lowest of the compared OMol25 structures with the same formula, charge and spin ... 0.0157 eV
Electronic energy ... -1848.13464 Eh
E_HOMO ... -7.8463 eV
Total charge ... 0
HOMO-LUMO gap ... 7.57 eV

Each line ends with the Mulliken charge.
Cartesian coordinates (Å):
H (-6.091, 0.080, 4.516)  0.256
H (-1.586, 2.701, -1.302)  0.667
H (-1.650, -4.950, -0.506)  0.414
C (2.858, 1.114, 0.065)  -0.623
C (-0.919, -4.278, -0.085)  -1.148
O (1.850, 0.425, -3.104)  -0.674
H (3.423, -2.619, 2.045)  0.543
C (0.756, 0.625, -0.984)  0.560
N (1.735, -1.559, 1.517)  0.232
H (-4.645, 2.236, -4.277)  0.497
H (3.863, -0.649, -2.745)  0.169
H (4.951, 2.038, 2.333)  0.253
C (1.054, -0.272, 1.340)  0.284
C (-5.510, 0.764, 3.904)  -0.727
H (1.212, 2.477, -4.511)  0.324
C (1.340, -3.871, 0.670)  -0.837
C (3.176, -1.651, 1.595)  -1.171
C (-2.439, 2.384, -1.861)  0.012
H (-1.092, 0.415, 2.918)  0.550
H (-4.982, 1.491, 4.524)  0.319
C (-1.154, 0.094, 0.102)  -0.437
H (5.562, -0.719, -2.234)  0.291
H (2.672, 2.966, -3.620)  0.282
C (-3.999, 2.195, -3.422)  -0.448
C (4.159, -1.422, -0.856)  0.491
C (-0.327, -2.127, 0.734)  -0.265
O (-3.450, 1.797, 2.555)  -0.627
N (-2.466, 0.197, 0.430)  0.333
H (3.535, -0.859, 2.259)  0.366
C (-1.279, -2.966, 0.205)  -0.422
H (-1.296, -1.347, 3.074)  0.335
O (-4.678, 0.375, 0.130)  -0.636
C (-3.571, 0.636, -0.295)  0.787
C (1.581, 3.011, -3.634)  -0.780
H (2.347, -4.224, 0.825)  0.377
C (-1.349, -0.505, 2.387)  -1.418
H (4.715, -2.209, -2.708)  0.354
C (0.983, -2.561, 0.958)  0.142
N (-0.608, 0.538, -0.969)  -0.484
H (4.613, 2.865, 0.778)  0.346
H (-2.281, -2.623, -0.001)  0.413
O (3.430, 1.241, 1.275)  -0.228
C (4.608, -1.244, -2.214)  -1.244
C (-3.633, 0.610, 2.523)  -0.214
H (-2.392, 3.654, -3.684)  0.452
H (1.229, 0.340, 2.234)  0.439
C (-2.737, -0.363, 1.755)  0.853
H (1.240, 4.043, -3.637)  0.265
C (-0.433, -0.677, 1.168)  2.748
C (4.686, 1.902, 1.287)  -0.843
H (0.639, -5.736, -0.084)  0.402
O (-4.306, 1.323, -2.465)  -0.326
C (1.322, 1.130, -2.286)  0.098
H (5.433, 1.289, 0.777)  0.317
O (1.065, 2.425, -2.446)  -0.233
H (-3.262, -1.320, 1.672)  0.263
C (3.796, -1.533, 0.282)  0.138
H (-6.156, 1.295, 3.203)  0.299
O (3.335, 1.605, -0.934)  -0.626
C (-3.349, 1.413, -1.511)  -0.223
C (1.547, 0.460, 0.107)  0.495
O (-4.580, -0.038, 3.183)  -0.318
C (0.373, -4.716, 0.151)  -0.680
C (-2.864, 2.886, -3.105)  -0.732

Cartesian forces (eV/Å) of the 6 atoms listed first:
0.03 0.03 -0.05
0.13 0.01 0.09
-0.06 -0.07 -0.04
0.05 0.35 -0.31
-0.15 -0.15 -0.06
-0.15 0.01 -0.03

=====

# 2
Computed, not measured: a structure of composition C16H42CoN4O20P2S in a non-equilibrium geometry, with wB97M-V/def2-TZVPD.

Output
Electronic energy ... -4822.22899 Eh
2S+1 ... 4
E_HOMO (alpha / beta) ... -9.9584 / -9.8919 eV
Total charge ... 0
Expectation value of S² ... 3.756
HOMO-LUMO gap (alpha / beta) ... 9.67 / 8.98 eV

Each line ends with the Löwdin spin population.
Cartesian coordinates (Å):
H (-10.966, 11.022, 4.872)  0.000
H (-8.298, 8.178, 7.885)  0.000
H (-4.158, 2.899, 3.393)  0.000
O (-2.965, 4.144, 7.252)  0.000
H (-8.384, 6.012, 5.701)  0.000
H (-3.430, 12.401, 3.640)  0.000
O (-4.406, 5.814, -0.821)  0.001
N (-4.653, 12.344, 1.985)  0.000
O (-5.002, 3.562, 7.457)  0.000
P (-8.906, 9.155, 4.662)  0.004
O (-4.814, 11.915, 0.864)  0.000
C (-3.445, 4.212, -2.345)  0.000
O (-8.488, 10.679, 4.847)  0.001
H (-0.529, 8.529, 0.487)  0.000
C (-2.981, 4.521, 2.520)  0.000
O (-5.015, 8.752, 3.462)  0.108
H (-1.021, 7.463, 5.464)  0.000
C (-12.518, 10.175, 3.687)  0.000
O (-5.158, 13.378, 2.383)  0.000
O (-9.192, 8.575, 6.107)  0.001
O (-2.789, 7.125, 0.529)  0.001
P (-3.998, 6.102, 0.665)  0.006
C (-4.578, 5.816, 7.405)  0.001
O (-3.426, 4.704, 1.171)  0.000
H (-7.674, 5.845, 7.333)  0.000
H (-6.821, 10.297, 6.008)  0.000
O (-7.945, 8.362, 3.867)  0.028
O (-4.670, 8.778, 5.845)  0.009
N (-4.135, 4.407, 7.385)  0.000
H (-2.732, 4.049, -3.155)  0.000
H (-1.033, 9.643, 1.836)  0.000
O (0.000, 4.773, 4.370)  0.000
H (-1.925, 9.581, 0.374)  0.000
H (-12.174, 10.557, 2.729)  0.000
H (-13.093, 9.255, 3.571)  0.000
O (-1.259, 12.706, 6.556)  0.000
S (-4.621, 7.929, 4.662)  0.006
Co (-6.349, 7.537, 2.763)  2.739
H (-6.425, 10.919, 4.423)  0.000
H (-6.042, 12.687, 5.875)  0.000
H (-2.479, 5.421, 2.873)  0.000
H (-2.514, 6.023, -1.583)  0.000
N (0.143, 5.923, 4.741)  0.000
C (-8.153, 7.868, 6.850)  0.000
O (-10.334, 9.284, 4.001)  0.001
C (-3.488, 5.669, -1.921)  0.000
C (-7.137, 11.000, 5.240)  0.000
H (-3.799, 6.285, -2.763)  0.000
C (-3.746, 11.652, 2.924)  0.000
O (-0.505, 11.994, 4.654)  0.000
C (-11.392, 10.038, 4.663)  0.000
H (-2.174, 3.785, 2.569)  0.000
H (-3.834, 6.358, 6.832)  0.000
C (-7.098, 12.414, 5.788)  0.000
H (-3.091, 8.430, 2.139)  0.000
H (-5.062, 4.389, 3.273)  0.000
H (-9.365, 6.101, 7.179)  0.000
C (-8.412, 6.378, 6.724)  0.000
H (-2.217, 10.240, 4.757)  0.000
O (-5.669, 6.857, 4.606)  0.052
H (-2.947, 11.163, 2.379)  0.000
C (-0.817, 6.439, 5.763)  0.000
H (-1.718, 5.848, 5.696)  0.000
O (-5.199, 6.544, 1.415)  0.037
C (-2.149, 10.745, 5.719)  0.000
H (-0.354, 6.411, 6.745)  0.000
H (-4.408, 3.897, -2.748)  0.000
H (-3.156, 3.575, -1.511)  0.000
H (-1.903, 10.040, 6.502)  0.000
N (-1.230, 11.908, 5.634)  0.000
H (-5.551, 5.863, 6.934)  0.000
O (1.018, 6.682, 4.365)  0.000
H (-3.824, 4.227, 4.472)  0.000
H (-4.648, 6.083, 8.457)  0.000
H (-7.539, 12.606, 6.763)  0.000
H (-7.152, 8.132, 6.509)  0.000
H (-7.511, 13.103, 5.048)  0.000
O (-3.351, 7.277, 4.433)  0.004
H (-11.659, 9.542, 5.595)  0.000
C (-1.353, 8.946, 1.060)  0.000
H (-4.355, 10.921, 3.456)  0.000
H (-3.163, 11.130, 5.819)  0.000
C (-2.290, 7.881, 1.650)  0.000
H (-13.254, 10.885, 4.077)  0.000
H (-1.704, 7.307, 2.362)  0.000
C (-4.062, 3.984, 3.434)  0.000

Cartesian forces (eV/Å) of the 6 atoms listed first:
-0.13 -0.07 0.20
0.15 0.11 -0.07
0.16 0.01 -0.25
0.76 0.35 0.07
0.17 0.11 -0.05
0.30 0.05 -0.17

=====

# 3
Computed, not measured: the molecule C12H17NO5 in a non-equilibrium geometry, with wB97M-V/def2-TZVPD.

Output
Energy above the lowest of the compared OMol25 structures with the same formula, charge and spin ... 0.0000 eV
Electronic energy ... -898.42321 Eh
E_HOMO ... -9.7819 eV
Total charge ... 0
HOMO-LUMO gap ... 10.03 eV

Each line ends with the Mulliken charge.
Cartesian coordinates (Å):
H (-0.984, 0.708, 4.245)  0.405
H (-1.962, 2.740, -2.923)  0.392
H (0.280, 2.096, 1.240)  0.828
H (4.175, 0.796, -0.228)  0.380
O (2.156, 1.308, 1.464)  -0.541
C (-1.146, 2.010, -2.814)  -1.624
C (4.101, 0.154, 0.662)  -1.779
C (-0.830, 1.807, -1.357)  1.011
H (1.258, 1.158, -1.452)  0.271
H (-2.871, 2.264, -0.796)  0.530
H (4.529, -0.841, 0.431)  0.312
O (1.166, -0.911, 4.353)  -0.588
C (-2.125, 1.561, -0.555)  -1.490
H (3.450, -0.648, 3.054)  0.389
H (0.104, -0.117, -1.830)  0.426
H (4.705, 0.658, 1.390)  0.422
C (0.759, 1.134, 1.431)  -0.368
H (-0.248, 2.353, -3.344)  0.384
H (-1.468, 1.089, -3.303)  0.368
C (-0.658, -0.688, 2.054)  -0.137
C (2.565, -0.796, 2.409)  -0.831
C (0.194, 0.432, 2.641)  1.409
C (0.290, 0.723, -1.147)  -1.551
O (1.772, -0.550, 0.211)  -0.487
N (-0.492, -0.754, 0.713)  -0.015
H (-0.410, 2.774, -0.961)  0.212
C (0.535, 0.157, 0.279)  0.865
C (1.278, -0.517, 3.206)  -0.211
O (-1.409, -1.528, 2.581)  -0.703
C (2.681, 0.033, 1.172)  1.192
H (2.577, -1.858, 2.091)  0.303
H (-1.905, 1.640, 0.479)  0.285
H (-2.485, 0.568, -0.801)  0.311
O (-0.513, 1.261, 3.592)  -0.662
H (-0.547, -1.694, 0.337)  0.293

Cartesian forces (eV/Å) of the 6 atoms listed first:
0.48 -0.09 -0.50
0.37 -0.09 -0.09
0.10 -0.02 0.25
-0.37 -0.38 0.08
-0.01 0.50 -0.31
0.26 0.19 -0.50

=====

# 4
Computed, not measured: a structure of composition C22H44AlBrF14N6O9S2 in a non-equilibrium geometry, with wB97M-V/def2-TZVPD.

Output
Electronic energy ... -6881.18456 Eh
E_HOMO ... -5.8391 eV
Total charge ... 0
HOMO-LUMO gap ... 1.23 eV

Each line ends with the Mulliken charge.
Cartesian coordinates (Å):
H (-4.433, 1.267, -0.323)  0.446
O (-0.200, 4.915, 2.287)  -0.376
C (1.877, 5.317, 1.261)  0.027
F (-5.754, -2.998, -3.202)  -0.307
O (-0.536, 1.110, 2.296)  -0.427
H (-0.748, 6.331, 0.896)  0.268
H (5.845, 7.041, 0.718)  0.511
H (5.690, 0.608, -0.980)  0.203
H (1.691, 5.119, 0.203)  0.268
H (4.695, -3.396, -1.069)  0.338
O (-4.956, -2.166, 4.082)  -0.708
C (-6.332, -5.227, 5.132)  -0.341
H (5.508, 2.126, -1.665)  0.378
H (-2.855, -1.789, -2.247)  -0.040
C (4.201, -2.688, 0.924)  -0.469
F (0.983, -0.157, -3.536)  -0.247
H (1.682, 7.003, 2.606)  0.311
F (0.249, 0.407, -0.371)  -0.175
H (5.529, 6.246, 2.105)  0.459
C (-0.091, 2.034, -1.976)  0.392
O (-2.969, 3.518, -5.992)  -0.627
C (5.117, -3.579, 1.615)  0.165
S (-5.811, -3.262, 3.729)  1.093
H (1.397, 7.448, 0.919)  0.352
C (1.261, 6.659, 1.658)  -0.639
H (-6.386, -5.535, 6.171)  0.313
F (-0.147, 3.017, -1.029)  -0.128
F (-5.089, -5.463, -4.214)  -0.372
C (1.092, 4.337, 2.127)  -0.189
H (-2.804, 2.784, -0.951)  0.385
H (-4.158, -5.228, 5.198)  0.288
N (5.174, 1.168, -1.671)  -0.325
C (-3.592, -1.605, -1.461)  -0.668
F (-7.692, -4.867, -3.588)  -0.395
C (-0.201, 6.270, 1.842)  -0.463
Br (-1.280, -3.454, -2.668)  -0.727
C (-2.445, 1.758, -0.964)  0.003
C (4.689, -2.460, -0.513)  0.496
H (5.169, 5.553, 0.671)  0.385
H (0.989, 3.346, 1.686)  -0.021
N (-4.710, -2.105, 0.438)  -0.134
C (-4.970, -5.467, 4.511)  -0.325
H (5.352, 0.756, -2.587)  0.426
O (-4.930, -4.531, 3.415)  -0.237
H (3.195, -3.102, 0.982)  0.412
H (-4.926, -2.647, 1.263)  -0.090
H (-4.842, -6.475, 4.129)  0.304
H (-1.540, 0.543, 4.216)  0.135
H (-0.715, 6.887, 2.579)  0.285
H (6.817, -2.485, -0.034)  0.561
F (3.413, -3.952, 3.470)  -0.822
F (-1.559, 0.293, -2.614)  -0.235
H (-3.614, 1.085, 3.167)  0.608
H (6.086, -0.894, 0.070)  0.005
H (-4.065, 0.677, -1.918)  0.585
F (0.429, 2.572, -3.089)  -0.356
H (10.448, -1.489, -3.309)  0.327
H (4.190, -1.738, 1.465)  0.204
C (6.077, -1.835, -0.501)  -1.127
C (-1.572, 1.571, -2.192)  0.675
H (-7.131, -5.701, 4.563)  0.308
C (-3.974, -1.021, 0.689)  0.372
N (-3.299, -0.545, -0.416)  0.798
N (5.955, -4.240, 2.038)  -0.524
N (-3.871, -0.540, 1.938)  0.180
F (-2.044, 2.332, -3.223)  -0.298
O (-1.296, -1.223, 2.835)  -0.591
H (9.458, -2.548, -2.283)  0.293
F (2.770, -0.117, -2.354)  -0.315
N (7.771, 0.053, -2.757)  -0.387
H (3.982, -1.803, -1.027)  -0.360
Al (-6.252, -4.261, -4.214)  0.436
H (1.553, 4.226, 3.116)  0.328
O (-6.501, -3.792, 5.047)  -0.282
H (-4.416, -3.618, -1.155)  0.418
F (1.960, 1.676, -0.891)  -0.401
H (-1.829, 1.579, -0.091)  -0.210
O (5.243, 6.405, 1.172)  -0.592
H (6.405, -1.630, -1.520)  0.241
C (0.868, 0.980, -1.388)  0.677
C (-3.653, 0.793, -0.920)  -1.386
H (2.953, 5.254, 1.441)  -0.069
S (-1.452, 0.190, 2.913)  0.877
H (-2.449, 2.827, -5.569)  0.318
C (-3.117, 0.605, 2.322)  -0.661
H (4.171, 1.130, -1.473)  0.301
F (1.147, -1.313, -1.764)  -0.137
H (9.148, -2.461, -4.028)  0.287
H (-4.503, -1.332, -1.996)  0.505
C (-3.910, -2.823, -0.638)  -0.726
F (-6.502, -3.644, -5.755)  -0.386
H (-4.361, -1.074, 2.656)  0.082
O (-6.754, -3.085, 2.688)  -0.538
H (-2.346, 4.233, -6.147)  0.302
H (-3.027, 1.349, 1.546)  0.098
H (-2.995, -3.139, -0.133)  0.367
C (9.450, -1.891, -3.151)  -0.887
C (1.414, -0.200, -2.308)  0.516
C (8.513, -0.804, -2.930)  0.407

Cartesian forces (eV/Å) of the 6 atoms listed first:
-0.04 -0.12 0.15
-0.01 0.01 -0.01
-0.14 0.01 -0.18
0.17 0.36 0.38
0.04 0.15 0.04
0.02 0.04 -0.01